30
Properties=species:S:1:pos:R:3:forces:R:3:nbo_charge:R:1 method="wB97M-V/def2-TZVPD" de_lowest_ev=0.000 e_homo_ev=-17.0 max_force_ev_per_a=6.0 gap_ev=10.321 total_charge=+2 lumo_ha=-0.2459
C -2.60722 -0.91218 0.06841 -1.9 -0.5 1.1 0.41
C 1.49616 0.27009 0.51216 -0.4 -1.2 -0.9 0.04
C 1.62801 -0.77768 -0.68100 -2.7 0.8 1.7 0.05
C -0.63587 0.00167 -0.94020 1.2 5.0 0.5 0.29
C 0.39761 1.28406 0.07859 -2.4 -5.4 0.8 0.10
C -0.31439 1.97151 1.17623 -0.3 1.4 0.1 -0.69
C 1.59562 -2.24507 -0.28722 1.8 0.3 2.2 -0.12
N -1.34082 -0.96861 -0.18053 2.2 -0.9 -1.5 -0.61
N -3.49445 0.03582 -0.22027 -1.2 0.9 -0.7 -0.75
N 0.94805 2.06294 -0.97935 1.1 2.8 -1.9 -0.72
O 0.49505 -0.40726 -1.60740 0.2 -1.6 -0.1 -0.54
O 1.19373 -0.50016 1.66764 -2.6 -0.4 -4.3 -0.70
O 0.50316 -2.70266 0.42502 -2.4 -0.3 -0.6 -0.70
H -2.96079 -1.73820 0.70566 -0.2 0.1 -0.8 0.25
H 2.45622 0.78528 0.55345 0.2 0.0 0.6 0.20
H 2.51632 -0.55966 -1.16227 1.6 0.1 -1.6 0.22
H -1.33339 0.73914 -1.58881 1.6 -2.1 1.0 0.20
H 0.32815 2.65893 1.76963 -0.4 0.3 -0.8 0.26
H -0.66147 1.36203 1.98888 -0.1 -1.2 -0.1 0.28
H -1.22993 2.41439 0.75175 0.5 0.6 0.4 0.23
H 2.50716 -2.71066 0.16705 -0.3 1.3 -0.3 0.24
H 1.44296 -2.82303 -1.08970 0.3 -1.5 -4.0 0.23
H -0.73710 -1.94688 -0.13964 -1.0 1.7 1.2 0.50
H -4.56862 -0.16195 -0.23027 2.8 0.4 0.4 0.48
H -3.21053 0.96822 -0.62356 -0.6 -1.7 0.5 0.42
H 0.31332 2.58761 -1.65620 0.3 -0.5 1.5 0.47
H 1.45638 1.45691 -1.67461 0.0 0.5 1.0 0.48
H 1.56111 2.79592 -0.50384 -0.4 -0.9 -1.3 0.47
H 1.67490 -0.19516 2.34482 2.8 1.8 4.3 0.49
H 0.58065 -2.74537 1.35554 0.4 0.3 1.6 0.52